1.
{"formula": "C7H7N3O2S", "method": "ωB97M-V with the def2-TZVPD basis set", "symbols": ["H", "O", "H", "S", "C", "H", "C", "H", "C", "N", "H", "C", "C", "O", "C", "H", "H", "N", "C", "N"], "coordinates": [[-2.95016, -1.79726, -0.00948], [1.28815, 2.03553, 0.44258], [-2.99170, -0.26654, 0.88699], [4.04965, 0.85210, -0.34504], [4.89540, -1.38023, 0.17115], [5.61021, -2.06546, 0.11629], [-0.50903, -1.76212, 0.05629], [2.20949, 2.06635, 0.60612], [-0.48367, 0.66772, 0.06437], [3.65614, -1.59167, 0.51200], [-2.93415, -0.14601, -0.96561], [-2.60475, -0.67235, -0.12741], [0.95115, 0.82313, -0.05273], [-0.34277, -2.88996, -0.01762], [-1.13696, -0.57987, 0.05620], [-0.85511, 1.68750, -0.17676], [1.00585, 0.70110, -1.25411], [5.29872, -0.21198, -0.29265], [2.88959, -0.52913, 0.31716], [1.62462, -0.37320, 0.49447]], "forces_ev_per_angstrom": [[0.51, 2.30, -0.97], [-1.11, 1.24, -0.03], [-0.02, -0.19, -1.95], [-1.30, -1.49, 0.56], [-0.49, 4.47, -1.31], [2.65, -3.36, 0.33], [2.42, -2.18, 0.37], [1.71, 0.13, 0.31], [-0.60, -1.37, -1.45], [-2.76, -0.32, 0.73], [-0.85, 0.53, -1.22], [-1.40, -2.67, 4.54], [1.50, -3.83, -0.57], [0.03, 0.96, 0.07], [0.48, 4.67, -0.39], [-1.13, -1.06, 0.65], [0.20, 0.68, 1.66], [0.76, -0.21, 0.08], [2.33, 1.10, -0.99], [-2.94, 0.59, -0.42]], "mulliken_charge": [0.315, -0.476, 0.330, -0.044, -0.167, 0.517, 0.693, 0.353, -0.501, -0.593, 0.343, -1.349, 0.437, -0.229, 0.470, 0.339, 0.182, -0.483, 0.442, -0.577], "mol_weight_g_mol": 197.22, "spin_multiplicity": 1, "e_homo_ev": -7.299, "de_lowest_kcal_mol": 83.2, "homo_lumo_gap_ev": 5.2}

=====

2.
{"formula": "C40H47CsN4O2P2", "method": "ωB97M-V with the def2-TZVPD basis set", "symbols": ["H", "Cs", "C", "C", "C", "C", "P", "H", "H", "H", "H", "C", "H", "H", "C", "H", "C", "C", "C", "H", "N", "H", "H", "C", "H", "H", "H", "C", "C", "C", "H", "H", "H", "H", "H", "N", "C", "C", "H", "C", "C", "H", "C", "P", "H", "H", "H", "C", "H", "C", "O", "C", "H", "C", "H", "C", "H", "C", "C", "H", "H", "C", "C", "H", "H", "C", "H", "C", "C", "C", "H", "H", "O", "C", "N", "H", "C", "H", "C", "H", "H", "C", "H", "C", "H", "C", "N", "C", "H", "C", "H", "H", "H", "H", "C", "H"], "coordinates": [[15.21157, 11.97290, 16.54933], [13.00378, 12.56362, 12.64015], [14.68659, 8.09331, 13.20216], [18.27782, 11.39805, 15.84302], [19.22690, 12.06891, 16.80345], [10.92468, 13.93159, 16.73150], [14.36807, 15.89620, 9.47891], [9.56080, 15.06337, 8.60888], [15.26518, 14.43644, 16.23146], [18.26057, 12.56050, 13.10342], [15.73539, 15.77155, 7.53217], [8.63318, 9.51685, 13.23847], [15.07228, 17.66266, 10.95040], [12.97537, 16.44912, 15.65262], [6.73917, 7.60831, 12.58646], [16.85214, 14.51650, 17.01544], [10.80929, 16.39924, 10.68717], [14.02164, 8.15883, 8.39659], [17.32623, 11.93354, 13.08547], [17.47126, 10.87735, 13.17771], [10.41935, 12.16022, 15.12116], [14.50951, 6.38895, 9.58865], [15.37666, 18.12431, 7.54490], [16.18250, 12.46923, 16.76821], [13.57826, 10.08757, 7.53453], [6.02336, 6.81307, 12.35840], [13.93688, 7.61993, 7.44548], [14.58492, 10.14836, 12.04468], [15.59486, 16.79162, 10.48187], [13.63508, 17.26346, 8.49089], [9.05174, 12.64445, 16.62225], [19.38477, 13.16631, 16.65964], [11.48403, 19.69099, 6.46693], [17.95769, 10.34067, 16.19168], [10.08713, 15.68116, 11.22430], [9.53594, 11.24638, 14.76682], [10.09073, 12.84731, 16.25851], [11.48184, 17.95443, 7.72675], [10.77438, 16.17298, 19.30047], [14.26850, 18.22732, 7.68659], [12.06242, 19.04552, 7.07066], [7.57059, 9.73846, 15.07830], [12.30946, 15.92192, 16.32058], [11.75051, 15.57330, 9.32959], [11.51234, 16.83066, 11.38465], [16.72013, 12.17290, 12.21910], [14.64957, 10.14139, 14.14109], [13.49587, 19.18469, 7.06521], [15.03791, 13.63739, 14.85584], [12.26927, 17.08560, 8.43475], [12.47832, 14.00932, 14.89514], [7.65881, 8.01012, 11.62706], [14.67513, 14.29235, 7.73765], [11.93699, 14.57153, 15.86164], [10.29303, 17.25915, 10.24055], [15.35490, 14.99186, 8.21430], [10.38710, 17.82616, 7.75036], [7.56609, 9.22178, 14.12570], [10.52939, 14.85138, 8.12546], [14.64434, 7.55120, 14.16768], [10.40116, 13.69595, 18.88591], [11.82446, 16.42574, 17.52070], [14.03632, 10.22961, 9.63110], [18.84628, 11.35184, 14.93075], [14.85804, 6.34156, 11.97376], [16.52616, 12.40696, 14.30551], [13.95078, 19.96585, 6.40700], [9.71601, 10.53487, 13.60832], [13.82750, 9.52087, 8.47806], [14.70077, 9.53735, 13.21500], [15.47546, 14.10711, 18.03162], [7.67975, 7.55901, 10.62958], [10.67467, 10.76767, 12.86274], [10.74681, 14.36322, 18.07657], [17.01228, 12.10447, 15.56373], [16.58295, 11.97819, 17.70521], [14.32081, 7.45583, 9.56460], [14.00919, 11.28374, 9.61094], [8.66014, 8.95283, 11.95154], [5.65280, 8.23366, 14.39501], [16.07589, 16.05806, 11.15171], [14.62396, 7.40466, 12.01007], [10.73565, 13.78829, 8.27179], [6.61333, 8.31098, 13.77077], [20.17926, 11.54958, 16.63489], [14.41087, 9.58381, 10.80098], [15.49318, 13.12448, 14.07173], [14.49354, 8.14226, 10.75154], [18.98037, 12.00193, 17.88207], [11.11410, 15.66206, 18.41182], [12.12160, 17.42741, 17.81160], [10.65188, 15.28630, 7.12218], [9.44792, 9.22617, 11.25609], [16.10021, 14.46387, 8.76384], [15.92325, 13.95619, 17.01279], [16.44084, 17.11202, 9.89643]], "forces_ev_per_angstrom": [[0.28, 0.33, 0.43], [-1.01, 0.25, -0.26], [-0.30, 0.01, 0.73], [-2.02, -0.68, -0.01], [0.53, 0.66, 1.18], [0.03, -0.31, 0.84], [1.01, 0.27, 1.15], [-0.13, -0.15, -0.84], [0.57, -0.49, 1.32], [-0.49, -0.89, -0.26], [0.23, -0.77, -0.04], [0.22, 0.46, 0.16], [0.68, -0.91, 0.01], [0.09, 0.33, 0.04], [-0.87, -0.10, -1.09], [0.35, 0.11, -0.05], [-1.37, -0.69, -0.14], [0.15, -1.81, 0.50], [-0.09, 1.44, 1.30], [0.51, -0.62, -0.33], [0.32, 1.71, 2.58], [-0.24, -0.20, -0.31], [-1.07, 0.61, 0.26], [-0.58, -1.10, -0.74], [0.20, -0.63, 1.05], [0.11, 0.32, -0.08], [-0.08, 0.28, 0.32], [0.50, 4.56, -0.51], [0.72, 0.12, -0.20], [0.82, -0.64, -0.75], [0.94, 0.14, 0.27], [-0.23, -0.84, -0.46], [-0.61, 0.75, -0.34], [1.04, 1.36, -0.43], [1.18, 1.15, -0.80], [-2.92, -2.33, -0.39], [0.53, -2.30, -3.74], [-0.98, 1.42, -0.52], [0.10, -0.38, 0.54], [0.88, -0.50, 0.66], [1.91, -1.15, 0.66], [-0.10, 0.11, -0.14], [-0.79, -1.55, -0.26], [-1.02, -0.82, -0.29], [0.29, -0.20, 0.40], [0.03, -0.17, -0.04], [0.33, -0.65, -0.03], [-1.18, 0.27, -1.28], [0.37, -1.24, -0.83], [0.19, -0.49, 0.79], [0.38, 0.26, -0.65], [1.17, -0.03, 0.06], [0.10, -0.06, -0.31], [-0.35, 1.34, 2.35], [-0.37, -0.22, 0.24], [-0.82, 1.37, 0.04], [0.54, 0.07, -0.28], [1.32, 0.74, -0.32], [-0.57, 0.73, 1.41], [0.30, 0.04, -0.57], [-0.54, 0.28, -0.84], [1.11, 0.53, -1.05], [0.37, -0.55, -0.42], [-0.19, -0.48, -0.53], [-0.53, 0.00, -0.01], [-0.02, 0.56, -0.14], [-0.40, -0.71, 0.76], [0.72, 2.38, 1.97], [-0.25, 1.63, -1.91], [-0.41, -2.17, 0.43], [0.12, -0.19, -1.01], [-0.08, -0.04, 0.40], [0.20, -0.90, -1.52], [0.14, 0.31, -0.92], [0.52, 0.65, 1.56], [-0.10, 0.47, -1.22], [0.34, 0.13, -1.33], [-0.26, 1.16, 0.12], [-0.91, -0.32, 0.82], [1.69, -0.35, -0.74], [-0.73, 0.47, 0.37], [0.82, 1.12, -0.35], [-0.25, 0.09, -0.82], [-1.79, -0.19, 1.16], [0.06, 0.29, 0.38], [-0.06, -3.36, 0.40], [0.11, 0.77, 0.38], [-0.29, -0.23, 1.57], [-0.08, -0.30, -0.55], [-0.28, 0.01, 0.66], [-0.09, 0.19, 0.00], [-0.24, -0.56, 0.32], [-0.11, 0.06, 0.16], [0.79, -0.43, 0.09], [-0.49, 0.56, 0.23], [0.41, 0.80, -0.43]], "mulliken_charge": [0.282, 1.354, -0.658, -0.565, -1.200, 0.751, 0.907, 0.334, 0.218, 0.495, 0.394, 0.314, 0.289, 0.347, -0.402, 0.262, -1.311, -0.539, -1.776, 0.445, 0.331, 0.302, 0.244, -0.804, 0.242, 0.317, 0.329, -0.166, -1.336, 0.010, 0.175, 0.262, 0.418, 0.207, 0.323, -0.556, -0.685, -0.182, 0.325, -0.295, -0.605, 0.420, -0.572, 0.837, 0.354, 0.197, 0.022, -0.534, -0.438, -0.380, -0.629, -0.416, 0.283, 0.009, 0.398, -1.341, 0.373, -0.383, -1.378, 0.269, 0.288, -0.539, -0.901, 0.449, 0.219, 1.102, 0.298, -0.189, -0.544, -0.088, 0.307, 0.335, -0.477, -0.600, 0.398, 0.388, -0.623, 0.720, -0.525, 0.233, 0.392, -0.999, 0.371, -0.305, 0.399, -0.043, -0.211, 1.300, 0.317, -0.485, 0.296, 0.398, 0.461, 0.411, -0.851, 0.411], "mol_weight_g_mol": 810.69, "spin_multiplicity": 1, "e_homo_ev": -0.257, "de_lowest_kcal_mol": 0.0, "homo_lumo_gap_ev": 3.8, "charge": -2}